Record 1
This record from OMol25 describes a 8-piece molecular cluster, C6H23O9 overall at a distorted geometry. The level of theory is the ωB97M-V functional and the def2-TZVPD basis.

## Properties
* energy relative to the best compared isomer or geometry (same formula, charge and spin): 27.8 kJ/mol
* total charge: -1
* HOMO-LUMO gap: 9.6 eV

The geometry in XYZ format:
```
38
Properties=species:S:1:pos:R:3:lowdin_charge:R:1
O -0.577 -2.542 -1.046 -0.041
C -0.951 -1.902 -0.034 -0.624
O -2.081 -1.304 0.041 -0.094
C -0.034 -1.865 1.178 -0.118
C 0.360 -0.433 1.549 -0.189
C 1.226 0.218 0.467 -0.206
C 3.603 0.264 -0.273 -0.018
C 2.641 -0.276 0.464 -0.185
H -0.586 -2.315 2.024 0.117
H 0.822 -2.511 0.975 0.107
H -0.564 0.109 1.708 0.087
H 0.902 -0.448 2.507 0.119
H 1.200 1.302 0.607 0.090
H 0.748 0.055 -0.515 0.104
H 3.411 1.087 -0.950 0.065
H 4.637 -0.078 -0.253 0.049
H 2.842 -1.139 1.106 0.107
H 0.722 -1.914 -1.999 -0.009
H 2.161 -1.277 -1.934 0.003
O 1.415 -1.451 -2.525 -0.094
H -2.877 -0.306 2.798 0.028
H -2.739 -1.305 1.621 -0.015
O -2.991 -1.245 2.576 -0.105
H -1.019 2.371 0.758 0.004
H -0.900 3.918 1.011 0.051
O -0.613 3.063 1.351 -0.093
H 0.980 3.145 2.086 -0.018
H 2.361 2.446 1.990 0.002
O 1.899 3.162 2.440 -0.101
H -1.472 1.309 -1.288 0.022
H -2.002 0.465 -0.068 0.019
O -1.787 1.387 -0.346 -0.096
H -0.120 0.469 -3.024 0.037
H -1.662 0.306 -3.125 0.018
O -0.947 0.965 -2.903 -0.084
H -3.130 -1.025 -2.407 0.055
H -2.091 -1.692 -3.255 0.060
O -2.786 -1.014 -3.315 -0.055
```



Record 2
This record from OMol25 describes C6H24AsF6N12O6Tl as an isolated structure at a distorted geometry. The level of theory is the ωB97M-V functional and the def2-TZVPD basis.

## Properties
* energy relative to the best compared isomer or geometry (same formula, charge and spin): 1032.5 kJ/mol
* total charge: +2
* HOMO-LUMO gap: 1.4 eV

The geometry in XYZ format:
```
56
Properties=species:S:1:pos:R:3:lowdin_charge:R:1
Tl 0.825 0.520 -0.674 0.971
As -5.136 2.864 -3.655 0.876
F -4.850 1.418 -4.623 -0.283
F -4.159 3.852 -4.778 -0.279
F -5.433 4.259 -2.563 -0.293
F -6.126 1.832 -2.525 -0.280
F -3.741 2.487 -2.580 -0.309
F -6.670 3.279 -4.459 -0.255
C 1.052 -5.029 3.109 -0.821
O 0.966 -4.126 2.292 0.087
N 0.954 -6.239 2.901 0.203
N 1.036 -4.830 4.386 0.188
H 0.894 -6.649 1.980 0.149
H 1.325 -6.812 3.645 0.135
H 1.333 -5.639 4.912 0.126
H 1.230 -3.855 4.566 0.135
C 1.248 1.275 6.101 -0.767
O 1.222 1.002 4.922 0.095
N 2.302 1.672 6.791 0.196
N 0.305 0.886 6.845 0.185
H 2.372 1.583 7.795 0.126
H 3.138 1.854 6.255 0.127
H 0.235 1.106 7.829 0.132
H -0.527 0.472 6.449 0.138
C -1.376 6.305 1.872 -0.829
O -0.910 5.236 1.598 0.161
N -2.491 6.688 1.518 0.234
N -0.757 7.270 2.414 0.222
H -2.824 6.223 0.685 0.165
H -2.581 7.679 1.688 0.138
H 0.137 7.116 2.859 0.150
H -1.277 8.136 2.400 0.135
C 0.848 1.428 -7.392 -0.680
O 0.958 1.515 -6.171 0.112
N 1.763 0.968 -8.233 0.210
N -0.229 1.831 -8.027 0.228
H 2.644 0.639 -7.864 0.131
H 1.530 0.514 -9.104 0.130
H -1.017 2.128 -7.470 0.143
H -0.401 1.685 -9.012 0.137
C 6.571 -2.486 0.935 -0.800
O 5.571 -1.786 1.028 0.078
N 7.656 -2.138 1.497 0.202
N 6.664 -3.553 0.243 0.199
H 7.638 -1.190 1.846 0.147
H 8.368 -2.853 1.448 0.133
H 7.506 -4.091 0.385 0.127
H 5.920 -3.902 -0.343 0.139
C -3.766 -3.666 -1.847 -0.755
O -2.670 -3.118 -2.116 0.113
N -4.845 -3.462 -2.541 0.230
N -3.938 -4.421 -0.909 0.228
H -5.649 -3.922 -2.140 0.134
H -4.838 -2.698 -3.202 0.150
H -3.120 -4.644 -0.359 0.156
H -4.882 -4.611 -0.606 0.152
```



Record 3
This record from OMol25 describes a 7-piece molecular cluster, C6H24ClN12O10 overall at a distorted geometry. The level of theory is the ωB97M-V functional and the def2-TZVPD basis.

## Properties
* energy relative to the best compared isomer or geometry (same formula, charge and spin): 54.4 kJ/mol
* total charge: -1
* HOMO-LUMO gap: 9.4 eV

The geometry in XYZ format:
```
53
Properties=species:S:1:pos:R:3:lowdin_charge:R:1
Cl -18.972 -23.540 -4.704 0.645
O -19.029 -23.997 -3.321 -0.383
O -20.325 -23.536 -5.206 -0.333
O -18.430 -22.212 -4.762 -0.349
O -18.178 -24.468 -5.452 -0.333
C -15.989 -25.593 -1.568 -0.689
O -16.832 -26.311 -1.086 0.035
N -16.108 -24.849 -2.715 0.168
N -14.726 -25.441 -1.045 0.135
H -17.066 -24.748 -3.015 0.053
H -15.449 -24.097 -2.829 0.090
H -14.440 -26.002 -0.264 0.091
H -13.946 -25.110 -1.585 0.088
C -14.415 -23.293 -5.697 -0.698
O -14.630 -22.371 -4.935 0.031
N -13.253 -23.353 -6.424 0.131
N -15.214 -24.383 -5.849 0.155
H -12.869 -24.233 -6.718 0.087
H -12.600 -22.625 -6.194 0.093
H -16.074 -24.346 -5.317 0.046
H -15.350 -24.671 -6.806 0.102
C -19.415 -21.450 -9.157 -0.686
O -20.282 -22.305 -9.203 0.030
N -18.800 -20.963 -10.274 0.136
N -18.900 -20.996 -7.973 0.158
H -19.021 -21.388 -11.154 0.095
H -18.245 -20.128 -10.292 0.087
H -17.947 -20.677 -7.952 0.093
H -19.234 -21.359 -7.097 0.075
C -20.857 -20.294 -2.655 -0.690
O -21.208 -19.416 -1.880 0.004
N -20.545 -20.051 -3.962 0.164
N -20.700 -21.590 -2.255 0.163
H -20.068 -20.806 -4.428 0.048
H -20.537 -19.106 -4.290 0.097
H -20.596 -21.617 -1.254 0.101
H -20.490 -22.403 -2.803 0.049
C -17.041 -21.807 -0.668 -0.687
O -16.043 -21.468 -0.061 0.009
N -17.412 -21.208 -1.848 0.162
N -17.900 -22.812 -0.336 0.166
H -16.765 -20.563 -2.263 0.101
H -18.051 -21.654 -2.485 0.038
H -18.439 -23.179 -1.104 0.064
H -17.845 -23.291 0.540 0.102
C -21.591 -26.893 -3.347 -0.682
O -22.249 -27.670 -2.666 -0.005
N -22.165 -26.152 -4.348 0.155
N -20.229 -26.900 -3.336 0.166
H -23.167 -26.228 -4.319 0.095
H -21.709 -25.414 -4.857 0.067
H -19.771 -26.160 -3.836 0.056
H -19.732 -27.687 -2.972 0.104
```



Record 4
This record from OMol25 describes C6H24KN12O6 as an isolated structure at a distorted geometry. The level of theory is the ωB97M-V functional and the def2-TZVPD basis.

## Properties
* energy relative to the best compared isomer or geometry (same formula, charge and spin): 72.3 kJ/mol
* total charge: +1
* HOMO-LUMO gap: 9.2 eV

The geometry in XYZ format:
```
49
Properties=species:S:1:pos:R:3:lowdin_charge:R:1
K 0.244 0.211 -0.306 0.831
C 3.189 -1.082 0.329 -0.652
O 2.916 0.095 0.108 -0.056
N 2.555 -1.674 1.385 0.164
N 3.924 -1.916 -0.457 0.188
H 2.682 -2.557 1.851 0.107
H 2.243 -0.994 2.067 0.115
H 4.134 -2.840 -0.131 0.106
H 4.423 -1.482 -1.212 0.108
C -3.513 0.740 -1.318 -0.657
O -2.317 0.767 -1.018 -0.077
N -3.939 1.280 -2.487 0.167
N -4.433 0.150 -0.507 0.180
H -3.264 1.808 -3.010 0.110
H -4.898 1.347 -2.774 0.104
H -4.062 -0.044 0.409 0.087
H -5.300 -0.177 -0.886 0.104
C -0.791 -3.027 0.078 -0.642
O -0.782 -2.038 0.818 -0.081
N 0.275 -3.834 -0.122 0.181
N -1.910 -3.320 -0.655 0.179
H 0.216 -4.587 -0.784 0.109
H 1.041 -3.847 0.523 0.093
H -2.798 -2.943 -0.386 0.109
H -1.817 -3.932 -1.445 0.104
C -3.043 -0.205 2.939 -0.691
O -3.901 0.565 3.329 0.032
N -3.067 -1.557 3.168 0.154
N -1.951 0.208 2.220 0.157
H -2.551 -2.187 2.578 0.070
H -3.886 -1.925 3.620 0.103
H -1.230 -0.487 2.120 0.048
H -1.801 1.190 2.091 0.102
C 2.440 1.148 -3.333 -0.654
O 1.331 0.870 -2.882 -0.036
N 3.555 1.275 -2.526 0.157
N 2.587 1.596 -4.612 0.159
H 4.443 1.095 -2.968 0.097
H 3.436 0.916 -1.582 0.051
H 1.789 1.478 -5.212 0.109
H 3.471 1.595 -5.091 0.101
C 1.196 3.004 1.989 -0.657
O 1.050 1.785 1.948 -0.043
N 1.239 3.687 3.163 0.167
N 1.387 3.769 0.880 0.171
H 1.022 3.311 4.066 0.113
H 1.359 4.685 3.145 0.101
H 1.680 4.729 0.912 0.105
H 1.426 3.354 -0.033 0.103
```



Record 5
This record from OMol25 describes C6H24MnN12O6 as an isolated structure at a distorted geometry. The level of theory is the ωB97M-V functional and the def2-TZVPD basis.

## Properties
* energy relative to the best compared isomer or geometry (same formula, charge and spin): 249.2 kJ/mol
* multiplicity: 6
* total charge: +2
* <S²>: 8.752
* HOMO-LUMO gap (alpha / beta): 9.0 / 10.8 eV

The geometry in XYZ format:
```
49
Properties=species:S:1:pos:R:3:lowdin_spin:R:1
Mn 0.051 0.013 0.108 4.675
C 0.823 -1.712 -2.607 0.008
O 1.050 -1.127 -1.543 0.030
N 0.919 -1.308 -3.808 0.003
N 0.345 -2.951 -2.547 0.002
H 1.429 -0.441 -3.901 0.000
H 0.647 -1.873 -4.600 0.000
H 0.077 -3.413 -1.690 0.000
H 0.147 -3.423 -3.418 0.000
C -2.113 -2.280 0.840 0.011
O -1.275 -1.479 0.491 0.041
N -1.904 -3.512 1.176 0.003
N -3.333 -1.917 1.165 0.004
H -2.386 -3.873 1.986 0.000
H -0.956 -3.853 1.106 0.000
H -3.537 -0.928 1.141 0.000
H -4.071 -2.564 1.400 0.000
C -1.959 1.421 -1.953 0.010
O -1.428 1.140 -0.844 0.037
N -2.279 2.618 -2.323 0.004
N -2.075 0.465 -2.818 0.002
H -2.314 3.192 -1.492 0.000
H -2.820 2.844 -3.145 0.000
H -2.124 -0.512 -2.567 0.000
H -2.438 0.820 -3.692 0.000
C -1.201 1.728 2.572 0.009
O -0.649 1.041 1.767 0.038
N -0.771 2.014 3.797 0.002
N -2.234 2.426 2.251 0.002
H -0.008 1.516 4.234 0.000
H -1.394 2.426 4.476 0.000
H -2.406 2.351 1.259 0.000
H -2.694 2.954 2.979 0.000
C 2.061 2.428 -0.390 0.013
O 1.144 1.563 -0.533 0.041
N 1.786 3.616 0.035 0.004
N 3.274 2.259 -0.817 0.004
H 0.819 3.890 0.126 0.000
H 2.557 4.263 0.116 0.000
H 3.595 1.340 -1.085 0.000
H 3.951 3.005 -0.751 0.000
C 2.585 -1.433 1.485 0.010
O 1.736 -0.642 1.117 0.038
N 3.020 -1.573 2.730 0.003
N 3.184 -2.288 0.765 0.003
H 2.740 -0.883 3.413 0.000
H 3.397 -2.441 3.083 0.000
H 2.960 -2.307 -0.220 0.000
H 4.074 -2.600 1.126 0.000
```



Record 6
This record from OMol25 describes a 6-piece molecular cluster, C6H24N12O6 overall at a distorted geometry. The level of theory is the ωB97M-V functional and the def2-TZVPD basis.

## Properties
* energy relative to the best compared isomer or geometry (same formula, charge and spin): 475.8 kJ/mol
* HOMO-LUMO gap: 8.1 eV

The geometry in XYZ format:
```
48
Properties=species:S:1:pos:R:3:lowdin_charge:R:1
N 21.179 -1.699 23.003 0.142
C 20.619 -1.960 21.804 -0.828
N 21.212 -2.929 21.280 0.178
O 19.628 -1.393 21.462 0.063
H 21.869 -2.384 23.278 0.094
H 20.912 -0.897 23.555 0.110
H 20.727 -3.134 20.419 0.086
H 22.181 -3.163 21.443 0.128
N 24.267 -3.277 18.209 0.169
C 23.470 -2.258 18.385 -0.668
N 24.086 -1.074 18.528 0.164
O 22.198 -2.374 18.514 -0.051
H 25.269 -3.308 18.330 0.121
H 23.758 -4.119 17.981 0.123
H 23.437 -0.306 18.623 0.120
H 25.076 -1.003 18.344 0.111
N 14.701 -6.461 14.497 0.162
C 15.752 -7.186 14.581 -0.785
N 16.600 -6.595 15.413 0.155
O 15.933 -8.179 13.894 0.010
H 14.052 -6.729 13.771 0.124
H 14.857 -5.539 14.878 0.083
H 16.483 -5.640 15.723 0.055
H 17.533 -6.958 15.542 0.091
N 17.809 -8.223 18.105 0.171
C 16.914 -8.898 18.785 -0.885
N 16.783 -8.506 19.979 0.165
O 16.560 -9.950 18.463 0.096
H 18.126 -7.366 18.535 0.089
H 18.021 -8.664 17.222 0.120
H 16.236 -9.140 20.544 0.128
H 17.276 -7.710 20.357 0.112
N 16.347 -1.498 16.321 0.138
C 15.634 -2.540 16.700 -0.760
N 15.351 -2.325 17.952 0.167
O 15.237 -3.448 15.985 0.040
H 16.788 -1.361 15.423 0.126
H 16.368 -0.737 16.985 0.107
H 15.048 -3.157 18.437 0.130
H 15.636 -1.479 18.425 0.114
N 19.131 -2.849 17.292 0.189
C 18.979 -4.102 17.550 -0.780
N 19.906 -4.571 18.311 0.188
O 18.017 -4.686 17.067 0.025
H 18.338 -2.540 16.747 0.087
H 19.777 -2.254 17.790 0.102
H 20.549 -3.897 18.700 0.054
H 20.068 -5.561 18.436 0.119
```